Entry 1:
{
  "formula": "C20H11Cl2IN4O5",
  "method": "ωB97M-V/def2-TZVPD",
  "homo_energy_ev": -8.6281,
  "homo_lumo_gap_ha": 0.199,
  "symbols": ["N", "C", "C", "C", "C", "N", "C", "O", "C", "Cl", "C", "Cl", "C", "O", "C", "N", "C", "O", "C", "I", "C", "C", "C", "C", "C", "C", "C", "O", "N", "C", "C", "O", "H", "H", "H", "H", "H", "H", "H", "H", "H", "H", "H"],
  "positions_angstrom": [[-1.986, 0.487, 4.329], [-2.175, 0.088, 3.244], [-2.374, -0.395, 1.919], [-1.892, -1.628, 1.572], [-1.546, -2.565, 2.585], [-1.326, -3.350, 3.429], [-1.995, -2.154, 0.189], [-1.485, -3.229, -0.109], [-2.769, -1.306, -0.770], [-2.952, -1.913, -2.349], [-3.276, -0.087, -0.413], [-4.139, 0.877, -1.515], [-3.143, 0.449, 0.984], [-3.597, 1.525, 1.346], [2.306, 2.040, 0.379], [1.773, 1.141, 1.362], [1.657, -0.226, 1.018], [1.743, -0.545, -0.186], [1.426, -1.120, 2.119], [1.728, -3.124, 1.732], [3.151, -3.880, 3.170], [2.816, -4.763, 4.196], [3.833, -5.200, 5.068], [5.139, -4.732, 4.897], [5.449, -3.837, 3.869], [4.440, -3.413, 3.005], [1.284, -0.656, 3.481], [1.200, -1.355, 4.500], [1.152, 0.750, 3.624], [1.089, 1.246, 4.972], [1.560, 1.672, 2.642], [1.711, 2.864, 2.886], [2.334, 3.025, 0.838], [3.316, 1.723, 0.108], [1.686, 2.037, -0.515], [1.795, -5.105, 4.325], [3.604, -5.914, 5.864], [5.927, -5.083, 5.557], [6.461, -3.477, 3.723], [4.657, -2.718, 2.204], [1.195, 2.327, 4.926], [0.135, 0.961, 5.408], [1.902, 0.810, 5.550]],
  "lowdin_charge": [0.253, -0.108, -0.062, -0.080, -0.196, 0.230, -0.336, 0.102, -0.592, 0.782, -0.592, 0.785, -0.336, 0.137, -0.023, 0.004, -0.517, -0.026, -0.436, 1.745, -0.493, -0.100, -0.061, -0.071, -0.067, -0.145, -0.502, 0.008, 0.005, -0.035, -0.403, 0.062, 0.087, 0.102, 0.094, 0.108, 0.113, 0.107, 0.109, 0.098, 0.089, 0.064, 0.099]
}

---

Entry 2:
{
  "formula": "C20H11F5IN5O2RhS3",
  "method": "ωB97M-V/def2-TZVPD",
  "de_lowest_kcal_mol": 0.0,
  "homo_energy_ev": -5.3192,
  "homo_lumo_gap_ha": 0.255,
  "charge": -1,
  "symbols": ["Rh", "N", "C", "S", "N", "N", "C", "C", "C", "C", "C", "C", "N", "H", "H", "H", "H", "H", "H", "H", "F", "C", "C", "C", "F", "C", "F", "C", "F", "C", "F", "O", "S", "O", "N", "C", "S", "C", "C", "C", "C", "C", "C", "H", "H", "H", "H", "I"],
  "positions_angstrom": [[0.757, -0.662, 0.187], [2.602, -0.684, -3.742], [2.203, -0.733, -2.441], [0.546, -0.385, -2.108], [3.140, -1.014, -1.561], [2.670, -1.016, -0.299], [3.435, -1.373, 0.667], [2.875, -1.348, 2.005], [3.619, -1.690, 3.125], [3.036, -1.591, 4.376], [1.729, -1.147, 4.477], [1.040, -0.832, 3.316], [1.594, -0.932, 2.115], [1.882, -0.766, -4.438], [3.484, -1.124, -3.944], [4.460, -1.666, 0.478], [4.640, -2.023, 3.002], [3.598, -1.856, 5.263], [1.233, -1.050, 5.432], [0.012, -0.493, 3.340], [-1.038, 1.778, -0.955], [0.035, 2.253, -0.304], [0.973, 1.395, 0.268], [2.034, 2.052, 0.870], [3.040, 1.366, 1.464], [2.169, 3.430, 0.927], [3.229, 3.989, 1.536], [1.209, 4.233, 0.351], [1.322, 5.568, 0.390], [0.133, 3.634, -0.273], [-0.801, 4.400, -0.849], [-6.180, 0.235, 0.534], [-5.040, 0.882, -0.056], [-5.186, 2.248, -0.475], [-3.720, 0.727, 0.918], [-2.808, -0.018, 0.370], [-1.367, -0.337, 1.239], [-3.160, -0.578, -0.972], [-2.476, -1.483, -1.762], [-3.042, -1.855, -2.976], [-4.271, -1.348, -3.384], [-4.980, -0.472, -2.569], [-4.400, -0.115, -1.373], [-1.543, -1.915, -1.432], [-2.514, -2.558, -3.608], [-4.688, -1.653, -4.336], [-5.953, -0.093, -2.854], [0.468, -3.381, 0.059]],
  "lowdin_charge": [0.393, 0.064, -0.807, 0.693, 0.015, -0.216, -0.112, -0.288, -0.012, -0.058, -0.043, -0.122, -0.034, 0.076, 0.092, 0.131, 0.115, 0.107, 0.106, 0.054, 0.021, -0.277, -0.161, -0.215, 0.060, -0.155, 0.096, -0.149, 0.106, -0.145, 0.113, -0.308, 0.627, -0.302, -0.089, -0.730, 0.690, -0.209, -0.081, -0.063, -0.078, -0.043, -0.224, -0.030, 0.106, 0.098, 0.117, 0.074]
}

---

Entry 3:
{
  "formula": "C20H12AuCl5IN2O2",
  "method": "ωB97M-V/def2-TZVPD",
  "de_lowest_kcal_mol": 25.0,
  "homo_energy_ev": [-11.5256, -11.5265],
  "homo_lumo_gap_ha": [0.166, 0.167],
  "charge": 1,
  "symbols": ["Au", "C", "C", "N", "C", "C", "C", "O", "C", "C", "N", "C", "C", "C", "C", "C", "C", "I", "C", "O", "H", "H", "H", "H", "H", "H", "H", "H", "H", "H", "H", "H", "Cl", "C", "C", "C", "Cl", "C", "Cl", "C", "Cl", "C", "Cl"],
  "positions_angstrom": [[0.506, 0.375, -0.320], [1.550, -1.385, 4.022], [0.688, -0.179, 4.029], [0.464, 0.466, 5.114], [-0.351, 1.501, 5.228], [-1.086, 1.942, 4.148], [-2.032, 3.114, 4.330], [-1.973, 4.060, 3.293], [-0.894, 1.312, 2.901], [-1.665, 1.744, 1.777], [-1.477, 1.445, 0.547], [-2.268, 1.937, -0.472], [-2.909, 3.182, -0.379], [-3.669, 3.670, -1.421], [-3.791, 2.940, -2.595], [-3.180, 1.701, -2.706], [-2.425, 1.213, -1.659], [-1.527, -0.720, -1.848], [0.030, 0.224, 2.775], [0.237, -0.452, 1.745], [1.798, -1.665, 5.041], [2.464, -1.196, 3.457], [1.030, -2.204, 3.528], [-0.413, 1.957, 6.202], [-1.849, 3.574, 5.307], [-3.061, 2.735, 4.325], [-1.215, 4.643, 3.418], [-2.519, 2.371, 2.045], [-2.793, 3.770, 0.519], [-4.174, 4.619, -1.321], [-4.356, 3.332, -3.428], [-3.289, 1.121, -3.608], [0.511, 3.170, -1.691], [2.037, 2.804, -0.986], [2.174, 1.574, -0.373], [3.386, 1.243, 0.201], [3.559, -0.267, 0.983], [4.468, 2.130, 0.142], [5.978, 1.699, 0.816], [4.304, 3.378, -0.467], [5.602, 4.492, -0.502], [3.078, 3.729, -1.038], [2.847, 5.249, -1.781]],
  "lowdin_charge": [0.770, 0.000, -0.218, 0.142, -0.027, -0.112, -0.197, -0.057, -0.023, -0.039, 0.022, -0.382, -0.008, -0.045, -0.047, -0.132, -0.577, 1.082, -0.271, -0.053, 0.095, 0.060, 0.097, 0.132, 0.132, 0.141, 0.114, 0.124, 0.115, 0.119, 0.119, 0.103, 0.744, -0.704, -0.311, -0.716, 0.732, -0.702, 0.726, -0.694, 0.728, -0.709, 0.728]
}

---

Entry 4:
{
  "formula": "C20H12BBiF9N6SbSe4",
  "method": "ωB97M-V/def2-TZVPD",
  "de_lowest_kcal_mol": 0.0,
  "homo_energy_ev": -2.5859,
  "homo_lumo_gap_ha": 0.228,
  "charge": -2,
  "symbols": ["Bi", "C", "C", "N", "C", "C", "N", "C", "C", "C", "C", "C", "N", "C", "C", "N", "C", "C", "N", "C", "C", "C", "N", "C", "C", "H", "H", "H", "H", "H", "H", "H", "H", "H", "H", "H", "H", "Se", "Sb", "Se", "Se", "Se", "F", "B", "F", "F", "F", "F", "C", "F", "C", "F", "F", "F"],
  "positions_angstrom": [[-0.089, -0.049, -1.108], [4.402, -1.934, 1.270], [3.864, -0.754, 1.756], [2.584, -0.654, 2.096], [1.841, -1.738, 1.908], [2.374, -2.914, 1.381], [3.663, -3.025, 1.081], [0.394, -1.671, 2.248], [-0.161, -2.607, 3.099], [-1.528, -2.558, 3.341], [-2.269, -1.591, 2.690], [-1.630, -0.709, 1.823], [-0.317, -0.723, 1.647], [-2.415, 0.420, 1.124], [-2.748, 1.410, 2.249], [-2.773, 2.672, 2.106], [-2.417, 3.198, 0.872], [-1.783, 2.413, -0.031], [-1.629, 1.076, 0.111], [-2.181, -3.528, 4.252], [-3.181, -3.134, 5.135], [-3.753, -4.077, 5.973], [-3.408, -5.364, 5.991], [-2.456, -5.735, 5.134], [-1.820, -4.870, 4.258], [5.454, -2.000, 1.015], [4.470, 0.138, 1.863], [1.727, -3.757, 1.167], [0.467, -3.353, 3.569], [-3.341, -1.554, 2.816], [-2.934, 0.985, 3.234], [-2.482, 4.266, 0.739], [-1.321, 2.858, -0.906], [-3.499, -2.100, 5.179], [-4.528, -3.779, 6.672], [-2.189, -6.786, 5.143], [-1.076, -5.240, 3.565], [3.362, 3.024, -3.923], [1.466, 3.055, -2.456], [1.853, 1.568, -0.391], [-0.379, 1.446, -3.269], [0.511, 5.162, -1.828], [0.466, -3.194, -1.924], [-0.604, -3.594, -1.100], [-0.848, -4.966, -1.230], [-0.252, -3.303, 0.251], [-1.750, -2.848, -1.435], [-3.787, 0.186, -0.865], [-3.734, -0.189, 0.429], [-3.729, -1.547, 0.448], [-5.100, 0.223, 1.024], [-6.094, -0.398, 0.377], [-5.189, -0.137, 2.320], [-5.308, 1.530, 0.934]],
  "lowdin_charge": [1.111, -0.135, -0.147, 0.125, -0.224, -0.065, 0.085, -0.227, 0.042, -0.135, 0.044, -0.193, 0.126, -0.288, -0.129, 0.061, -0.157, -0.215, -0.203, -0.159, -0.013, -0.155, 0.042, -0.151, -0.008, 0.096, 0.102, 0.117, 0.126, 0.115, 0.108, 0.083, 0.011, 0.115, 0.098, 0.099, 0.119, -0.274, -0.315, -0.084, -0.107, -0.238, 0.056, -1.305, 0.096, 0.069, 0.059, 0.128, -0.350, 0.118, -0.551, 0.160, 0.141, 0.179]
}